Entry from OMol25: a molecular structure, C22H46ClFIKLiMgN3O10P at a distorted geometry (ωB97M-V with the def2-TZVPD basis set).

LUMO level (spin up / spin down): -3.113 / -2.177 eV
Orbital gap (spin up / spin down): 4.134 / 5.069 eV
Expectation value of S²: 1.77
Multiplicity: 2
Total charge: 0

CARTESIAN COORDINATES (ANGSTROEM)
C: -0.805302 2.073020 4.047598
C: -0.736848 1.685365 2.576231
C: 0.513992 2.119661 1.786266
I: 1.459197 3.886090 2.701160
C: 0.219626 2.479201 0.294051
P: -0.426973 4.244845 0.284225
O: -1.899507 4.037825 0.862719
O: -0.708985 4.636321 -1.270878
C: -0.860131 1.573176 -0.411768
C: -0.327698 0.223680 -1.003383
C: -0.785122 -0.873759 -0.043226
C: -1.109060 -0.105327 -2.351862
N: 1.153041 0.137984 -1.123333
O: 1.721085 -0.443365 -0.141821
C: 1.791609 1.414272 -1.522187
C: 3.296551 1.143882 -1.540545
C: 1.430512 1.908235 -2.928683
C: 1.566330 2.547862 -0.493638
H: 0.112170 1.903741 4.590188
H: -1.564009 1.473435 4.528125
H: -1.147643 3.086368 4.137967
H: -1.640181 2.048489 2.120810
H: -0.735616 0.606744 2.568148
H: 1.325083 1.405599 1.849968
H: -2.405739 4.861480 0.874249
H: -1.538162 4.207997 -1.557819
H: -1.719222 1.342639 0.200015
H: -1.244591 2.144553 -1.239115
H: -0.515539 -0.672319 0.975684
H: -1.863801 -0.851619 -0.065527
H: -0.470694 -1.856040 -0.364241
H: -2.036909 0.436829 -2.426107
H: -0.493554 0.033099 -3.272089
H: -1.391117 -1.205140 -2.307473
H: 3.656098 1.062345 -0.511659
H: 3.834253 1.960746 -2.005407
H: 3.503998 0.214754 -2.049867
H: 1.746402 1.230529 -3.712493
H: 1.988221 2.812636 -3.109129
H: 0.394949 2.184765 -3.047549
H: 1.670924 3.504723 -0.980927
H: 2.361668 2.473738 0.236198
K: 0.503973 -1.592461 -3.726253
Cl: 1.430902 6.016547 -0.472013
C: -4.873621 4.150411 -0.367121
N: -4.618356 3.643061 -1.727958
O: -3.631468 2.936589 -1.916203
O: -5.398553 3.957273 -2.591013
H: -4.108232 3.779992 0.300614
H: -4.856088 5.239837 -0.438076
H: -5.842231 3.791192 -0.044035
C: -0.106932 -1.200408 6.804706
C: 0.830080 -2.282101 6.278124
C: 1.339277 -1.988775 4.862352
C: 0.218194 -1.905029 3.918705
N: -0.657687 -1.847353 3.204647
H: -1.008793 -1.120226 6.196183
H: -0.420396 -1.432752 7.820982
H: 0.384951 -0.225813 6.817768
H: 0.313522 -3.242749 6.286614
H: 1.687743 -2.373825 6.945634
H: 2.015451 -2.777061 4.529624
H: 1.885878 -1.042431 4.847212
Li: 2.185186 -0.140984 1.615282
C: 1.917999 4.641493 -5.404732
O: 1.131358 3.688490 -5.552133
O: 3.075948 4.553081 -4.862853
O: 1.678005 5.849742 -5.759840
Mg: 5.371163 2.120724 -0.064305
C: 1.865526 -6.763773 0.275285
C: 0.794573 -6.208203 -0.646754
O: 1.308818 -5.570710 -1.807089
C: 2.094376 -6.381231 -2.669676
C: 1.356310 -7.585798 -3.225710
H: 2.548828 -5.972444 0.587331
H: 1.407179 -7.200958 1.161930
H: 2.459943 -7.539761 -0.207658
H: 0.226167 -5.444225 -0.115731
H: 0.080289 -6.988371 -0.926818
H: 3.015835 -6.688722 -2.165134
H: 2.394841 -5.733354 -3.494434
H: 1.040914 -8.271624 -2.439554
H: 2.000374 -8.137275 -3.910193
H: 0.462572 -7.270872 -3.765968
O: -5.220855 0.378001 -3.746981
H: -6.116905 0.231133 -3.429593
H: -4.848149 1.010291 -3.127650
F: -4.637215 1.842368 0.999612

Atoms 1-2, force components in eV/Å:
C -0.4 -0.4 -0.2
C 0.9 -0.1 0.7

Entry from OMol25: 3 unconnected molecules or ions with the total composition C22H46IN3O7Si at a distorted geometry (ωB97M-V with the def2-TZVPD basis set).

LUMO level: -0.530 eV
SMILES string: C[Si](C)(C)C(=O)O[C@](CON=O)(CC(=O)O)CC(=O)I.CCN(CC)CC.CCN(CC)CC
Orbital gap: 7.644 eV
Multiplicity: 1
Total charge: 0

CARTESIAN COORDINATES (ANGSTROEM)
C: 3.968852 1.532161 1.825274
Si: 3.886616 1.367330 -0.094190
C: 4.361807 -0.371552 -0.706774
C: 5.145657 2.678309 -0.772648
C: 2.131439 1.957223 -0.731191
O: 2.082989 2.103786 -1.965178
O: 1.187358 2.247017 0.262101
C: -0.138662 1.779876 0.174439
C: -0.779251 1.398942 -1.219827
O: -0.238777 0.229287 -1.880655
N: -0.878738 0.196744 -3.115188
O: -0.175488 0.651087 -3.952132
C: -1.059368 3.035826 0.699119
C: -0.068948 4.035780 1.498212
O: 0.341091 5.067216 0.955771
O: 0.370115 3.691661 2.816805
C: -0.543703 0.601007 1.220430
C: 0.254705 -0.745220 1.045646
O: 1.241814 -0.964245 0.340452
I: -0.451283 -2.462482 2.247565
H: 4.968450 1.144037 2.225422
H: 3.070145 0.971493 2.264609
H: 3.862844 2.652015 2.043563
H: 4.224832 -0.535963 -1.833055
H: 3.885119 -1.229371 -0.109236
H: 5.497982 -0.479508 -0.527097
H: 5.604562 3.302654 0.075295
H: 6.017110 2.194877 -1.331546
H: 4.652148 3.434127 -1.475817
H: -1.912480 1.247309 -1.071953
H: -0.665348 2.307455 -1.917734
H: -1.466286 3.629830 -0.185540
H: -1.881000 2.694344 1.406094
H: 1.002568 2.935490 2.734863
H: -0.309791 1.030777 2.263715
H: -1.681069 0.429691 1.232382
C: 2.010379 -7.450314 7.697937
C: 1.667570 -7.491436 6.213212
N: 0.452964 -6.764071 5.857417
C: 0.019388 -7.010990 4.484028
C: 0.935351 -6.534573 3.353784
C: 0.394774 -5.368760 6.282968
C: 1.485698 -4.429686 5.770056
H: 1.194811 -7.854080 8.303672
H: 2.900435 -8.056798 7.886709
H: 2.232718 -6.437464 8.040750
H: 1.533317 -8.545865 5.946547
H: 2.535863 -7.132243 5.645842
H: -0.974324 -6.574034 4.337029
H: -0.127095 -8.089638 4.366634
H: 0.867624 -5.456369 3.206384
H: 0.628981 -7.001603 2.412844
H: 1.980751 -6.801399 3.522230
H: 0.406192 -5.341432 7.378016
H: -0.583227 -4.952199 6.019142
H: 2.478678 -4.883127 5.791883
H: 1.525254 -3.534422 6.398883
H: 1.278588 -4.090879 4.755649
C: -5.520471 3.847258 -7.494914
C: -4.560709 4.621894 -6.599174
N: -4.295312 3.985848 -5.312396
C: -3.568067 4.850471 -4.385589
C: -2.140517 5.255569 -4.761018
C: -3.827589 2.603720 -5.366441
C: -2.532146 2.325675 -6.127667
H: -6.482638 3.689052 -7.000567
H: -5.703906 4.412468 -8.412831
H: -5.114958 2.877134 -7.790172
H: -5.016369 5.601716 -6.416473
H: -3.634664 4.805814 -7.158869
H: -3.549345 4.380479 -3.395987
H: -4.153285 5.766143 -4.251654
H: -1.432264 4.443603 -4.594058
H: -1.818792 6.089303 -4.129513
H: -2.058920 5.585261 -5.798772
H: -4.620740 1.988422 -5.805117
H: -3.728059 2.217252 -4.346245
H: -2.467842 2.875882 -7.068601
H: -2.471430 1.260338 -6.371374
H: -1.654678 2.559074 -5.526181

Atoms 1-2, force components in eV/Å:
C -0.5 0.1 -0.1
Si 1.1 0.6 0.5

Entry from OMol25: a molecular structure, C22H47N3NbO9P2 at a distorted geometry (ωB97M-V with the def2-TZVPD basis set).

LUMO level: -0.579 eV
Orbital gap: 4.361 eV
Multiplicity: 1
Total charge: -1

CARTESIAN COORDINATES (ANGSTROEM)
N: 10.313134 -2.647875 0.175453
C: 8.988730 -3.353964 0.336026
C: 9.135783 -4.855263 -0.234747
C: 7.881865 -5.228629 -1.182016
C: 7.306149 -6.651806 -0.686298
Nb: 6.033665 -6.569979 1.201841
N: 4.972839 -6.367481 3.094994
C: 4.165072 -7.377712 3.302960
O: 3.133196 -8.084582 3.453654
C: 4.496001 -5.123873 0.223591
C: 4.280767 -5.306553 -1.276685
C: 3.314795 -4.361151 -2.034038
C: 2.652814 -3.351895 -1.061918
C: 3.005041 -3.395677 0.420736
N: 3.916563 -4.211404 1.159025
H: 10.169039 -1.978133 -0.597738
H: 10.406929 -2.041074 1.017640
H: 8.601169 -3.315198 1.416863
H: 8.221199 -2.792501 -0.318736
H: 9.104763 -5.587364 0.663756
H: 10.162727 -5.036067 -0.733741
H: 8.316406 -5.378430 -2.249739
H: 7.098139 -4.402130 -1.277829
H: 8.235278 -7.312109 -0.463036
H: 6.744988 -7.210037 -1.535012
H: 7.094521 -5.161647 1.748584
H: 7.157343 -7.810386 1.920935
H: 4.938422 -7.925221 0.647756
H: 4.829508 -6.133229 -1.839441
H: 3.136034 -4.454507 -3.154468
H: 1.903887 -2.582500 -1.458138
H: 2.435703 -2.630786 1.080091
O: 0.663071 0.597717 -2.409706
P: 0.237341 2.032438 -2.067863
O: 0.786787 1.999747 -0.508651
C: 2.179212 2.163135 -0.279412
C: 2.588584 3.618289 -0.413620
O: -1.336837 1.609458 -1.731080
C: -1.964485 0.555687 -2.456935
C: -1.963144 -0.721832 -1.641205
O: -0.252305 3.640556 -1.743031
C: -1.191281 4.245801 -2.635185
C: -2.584412 4.236206 -2.026945
H: 2.752737 1.529111 -0.962095
H: 2.380679 1.821001 0.738829
H: 2.483296 3.955540 -1.449467
H: 3.629922 3.755822 -0.114016
H: 1.952480 4.259629 0.200707
H: -1.492197 0.413991 -3.432220
H: -2.999371 0.857729 -2.650773
H: -0.959912 -0.983357 -1.290505
H: -2.353717 -1.558024 -2.225175
H: -2.581546 -0.603530 -0.747068
H: -1.177665 3.748345 -3.610142
H: -0.867887 5.279370 -2.781665
H: -3.081996 3.280887 -2.191181
H: -3.208774 5.007306 -2.486495
H: -2.545222 4.401936 -0.946973
O: -6.055200 5.036219 2.758575
P: -6.846116 3.856374 2.181599
O: -5.836052 3.548721 0.909413
C: -4.619390 2.859531 1.164141
C: -4.864842 1.374449 1.355039
O: -7.940951 4.805162 1.362185
C: -8.326920 6.070004 1.892175
C: -7.577954 7.186845 1.192845
O: -7.765072 2.509650 1.659739
C: -9.094978 2.370750 2.166449
C: -10.111120 2.821295 1.128602
H: -4.113920 3.289697 2.034012
H: -3.973423 3.012412 0.296085
H: -5.432254 1.191233 2.272800
H: -3.919132 0.832468 1.424429
H: -5.450029 0.967315 0.527273
H: -8.184405 6.102958 2.975166
H: -9.400777 6.190141 1.713599
H: -6.495164 7.028393 1.211197
H: -7.793861 8.151730 1.656977
H: -7.864893 7.236213 0.138837
H: -9.212220 2.920844 3.105439
H: -9.243001 1.309192 2.379100
H: -10.244712 3.902369 1.147249
H: -11.087762 2.372534 1.329739
H: -9.791679 2.549706 0.118879

Atoms 1-2, force components in eV/Å:
N -0.9 1.2 0.9
C -0.2 -0.4 -1.0

Entry from OMol25: a molecular structure, C22H48As3F30N8O14S4 at a distorted geometry (ωB97M-V with the def2-TZVPD basis set).

LUMO level: -2.803 eV
Orbital gap: 9.617 eV
Multiplicity: 1
Total charge: +1

CARTESIAN COORDINATES (ANGSTROEM)
C: -2.130017 5.691432 -4.146244
C: -1.758590 5.367418 -2.802424
O: -1.163754 6.059384 -2.061429
N: -1.907513 3.888464 -2.408839
H: -2.316589 3.318890 -3.147793
H: -0.886693 3.675688 -2.309776
C: -2.559679 3.647623 -1.037038
H: -2.976686 5.035875 -4.439019
H: -1.326124 5.336545 -4.837145
H: -2.258441 6.750617 -4.235593
H: -2.340764 4.440428 -0.340778
H: -2.127775 2.668652 -0.798982
H: -3.630030 3.667856 -1.180152
C: -3.677812 0.293181 0.726132
C: -3.462891 -0.213118 -0.617962
O: -3.468562 0.441235 -1.628421
N: -2.717485 -1.513440 -0.650830
H: -1.941630 -1.509955 0.062470
H: -3.400119 -2.250180 -0.282006
C: -2.084439 -1.828174 -1.980859
H: -2.972119 1.090218 0.889532
H: -3.741342 -0.487558 1.442393
H: -4.657499 0.789868 0.691550
H: -1.510353 -0.971639 -2.211422
H: -2.908936 -2.019156 -2.651628
H: -1.371378 -2.579099 -1.888588
C: -0.520755 -0.745967 5.200729
C: -0.101559 0.418552 4.326199
O: 0.972939 0.698863 3.967451
N: -1.155248 1.639875 4.122767
H: -0.787380 2.474495 4.661282
H: -1.174692 1.942624 3.101158
C: -2.523881 1.330352 4.522531
H: -0.804609 -0.518633 6.220277
H: 0.325604 -1.428771 5.267069
H: -1.285483 -1.292256 4.697774
H: -2.647205 0.293681 4.682545
H: -3.356732 1.715192 3.923653
H: -2.760302 1.740384 5.516997
C: 3.576258 5.284539 0.663388
C: 3.862189 5.712734 2.052302
O: 4.837013 6.282285 2.438865
N: 2.751273 5.370833 3.093433
H: 2.347415 6.285740 3.357572
H: 1.891945 4.905805 2.681440
C: 3.138345 4.637589 4.358944
H: 2.704823 5.867473 0.333894
H: 3.306837 4.231944 0.409440
H: 4.388442 5.611580 0.089620
H: 4.019896 5.096732 4.867739
H: 3.339333 3.657329 3.964384
H: 2.267810 4.574746 4.968385
C: 2.231665 -1.149368 -4.949095
C: 3.177588 -0.579618 -3.941771
O: 4.265620 -0.859013 -3.775415
N: 2.662977 0.688078 -3.220378
H: 2.267728 1.403604 -3.930885
H: 1.827000 0.325759 -2.623859
C: 3.634939 1.363915 -2.247398
H: 2.434083 -2.209049 -4.860359
H: 2.700298 -0.833537 -5.900118
H: 1.175543 -0.871390 -4.828460
H: 3.030062 2.099783 -1.621099
H: 4.415833 1.808682 -2.846705
H: 4.074714 0.609835 -1.679183
C: 4.715131 -4.799732 -1.901868
C: 5.065189 -4.427776 -0.491130
O: 6.016770 -3.969966 0.054256
N: 3.930851 -4.875598 0.378571
H: 2.993137 -4.719900 -0.168632
H: 3.972154 -5.963887 0.452528
C: 3.990947 -4.254265 1.838605
H: 4.248685 -3.919560 -2.301450
H: 4.118012 -5.670759 -2.061711
H: 5.647061 -4.880030 -2.447473
H: 4.770249 -4.789779 2.427264
H: 3.044659 -4.227377 2.366744
H: 4.313757 -3.228418 1.695788
C: 0.605902 -8.015766 0.151668
F: 0.723193 -7.468745 1.387537
F: 0.973641 -9.248664 0.098527
F: -0.605712 -7.803030 -0.298834
S: 1.769658 -7.039024 -0.987700
O: 3.084978 -7.250919 -0.437904
O: 1.468317 -7.360068 -2.300911
N: 1.415479 -5.393716 -0.799248
S: 0.760396 -4.697814 -2.059710
O: 1.588477 -4.521394 -3.213798
O: -0.661956 -4.920641 -2.169206
C: 1.069127 -2.883161 -1.317825
F: 2.284423 -2.755362 -0.918013
F: 0.880977 -2.130506 -2.404332
F: 0.187784 -2.459531 -0.432341
C: -6.981305 -3.426458 0.050421
F: -6.636340 -3.931557 -1.133284
F: -8.033281 -2.537657 -0.082772
F: -7.389125 -4.353435 0.898271
S: -5.594594 -2.401165 0.649455
O: -5.437582 -1.560966 -0.530661
O: -5.909748 -1.787157 1.890494
N: -4.333850 -3.303813 0.717814
S: -3.764455 -4.070693 2.013103
O: -4.607691 -4.040688 3.159917
O: -3.153606 -5.288210 1.631285
C: -2.229307 -3.071638 2.384290
F: -1.578479 -3.410973 3.461918
F: -1.380617 -3.266728 1.381116
F: -2.470234 -1.705035 2.515332
As: -0.779438 5.418745 3.595411
F: -1.482324 5.110739 5.067050
F: -1.870309 4.283165 2.881733
F: -0.012381 5.582612 2.071420
F: 0.312087 6.566210 4.300068
F: 0.373353 4.068222 3.866582
F: -1.833625 6.699879 3.229753
As: 0.590565 1.584579 0.355752
F: 0.750632 0.213514 1.268165
F: 2.238546 2.190089 0.578805
F: 0.333013 3.011075 -0.759588
F: -1.059333 1.092482 0.123141
F: 0.097277 2.513279 1.767059
F: 1.034014 0.699128 -1.144594
As: -0.141158 2.328464 -5.123400
F: -0.646330 1.312484 -6.342617
F: 1.595652 2.119775 -5.434881
F: 0.346125 3.409040 -3.837305
F: -1.742412 2.558210 -4.654584
F: 0.029333 0.999564 -4.022296
F: -0.217468 3.693881 -6.152084

Atoms 1-2, force components in eV/Å:
C -0.7 -1.5 -1.9
C 0.9 -0.8 0.2

> What is the formula in the third record?

C22H47N3NbO9P2

> multiplicity of number 4 (C22H48As3F30N8O14S4)?

1

> Among the records above, which one has the lowest total charge?

C22H47N3NbO9P2

> Which value of multiplicity does entry 3 give?

1